1.
This record from the OMol25 dataset describes a structure of composition C26H24Cl5NOP2Y at a distorted geometry. The level of theory is the ωB97M-V functional and the def2-TZVPD basis.

Structure (XYZ):
```
60
Properties=species:S:1:pos:R:3:forces:R:3
C -0.2087 -3.7891 1.4324 0.18 0.05 0.00
C -0.3690 -2.7879 0.4799 -0.20 0.71 0.33
C -0.8836 -1.5353 0.9237 0.52 -0.19 0.19
C -1.0735 -1.2786 2.2895 -0.01 -0.59 0.10
C -0.8890 -2.3032 3.2230 -0.21 0.07 -0.43
C -0.4750 -3.5601 2.7852 -0.03 -0.18 -0.01
C -1.3269 0.1594 2.6436 0.54 0.30 0.18
C -2.1963 0.8726 1.6485 -0.26 0.14 -0.30
C -1.9791 0.5230 0.3045 0.15 0.47 0.09
C -2.5621 1.2835 -0.7485 0.35 -0.37 0.59
C -3.4219 2.3154 -0.3946 0.01 0.27 0.08
C -3.6769 2.6305 0.9456 -0.26 0.10 -0.28
C -3.0614 1.9159 1.9664 0.01 -0.21 0.14
H 0.1291 -4.7681 1.0927 -0.01 0.14 0.20
H -1.0850 -2.1214 4.2810 0.15 -0.02 -0.26
H -0.3444 -4.3769 3.4955 -0.05 0.26 -0.17
H -1.7218 0.2480 3.6560 0.14 0.12 0.03
H -3.9027 2.8824 -1.1932 0.05 -0.05 0.25
H -4.3750 3.4348 1.1809 0.23 -0.21 -0.06
H -3.2477 2.1624 3.0203 0.09 -0.04 -0.50
N -1.0981 -0.5129 0.0073 1.64 0.50 -1.74
Y 1.0239 0.5621 -0.4535 -1.92 -1.04 1.80
C 0.0156 -2.9812 -0.9700 -0.33 0.25 0.16
H -0.8191 -2.6986 -1.6307 0.19 -0.07 0.14
H 0.2803 -4.0311 -1.1487 -0.05 0.17 -0.06
C -2.2500 0.9510 -2.1891 -0.13 -0.16 0.35
H -2.4556 -0.1116 -2.3875 0.05 0.23 0.06
H -2.8682 1.5691 -2.8513 0.06 -0.18 0.02
P 1.4859 -1.9682 -1.5178 -0.57 -1.99 0.18
P -0.4883 1.2354 -2.6989 -1.77 0.35 -0.71
C -0.5557 2.9830 -3.1984 0.34 0.21 -0.05
H 0.4347 3.2801 -3.5625 -0.20 0.14 0.00
H -1.2918 3.1144 -4.0025 0.17 0.02 0.24
H -0.8211 3.6143 -2.3436 0.01 -0.08 -0.14
C -0.5133 0.4108 -4.3260 0.43 -0.20 -0.19
H -1.1626 0.9667 -5.0189 0.18 -0.21 0.25
H 0.5072 0.3883 -4.7295 -0.27 -0.05 -0.13
H -0.8795 -0.6204 -4.2303 0.11 0.29 -0.01
C 2.8312 -2.8706 -0.6826 0.35 0.21 0.13
H 2.7208 -3.9531 -0.8374 0.01 0.31 0.02
H 3.7907 -2.5389 -1.1005 -0.11 -0.14 0.17
H 2.8169 -2.6444 0.3911 0.04 -0.14 -0.27
C 1.6588 -2.5739 -3.2263 0.17 0.32 -0.36
H 2.4584 -2.0021 -3.7148 -0.15 -0.27 -0.11
H 1.9264 -3.6413 -3.2228 -0.12 0.36 0.03
H 0.7246 -2.4318 -3.7864 0.28 -0.03 0.14
C 2.4663 0.8349 -2.4405 3.37 1.14 -3.46
O 3.1730 1.0342 -3.3328 -2.62 -0.84 2.94
H -0.3198 0.6724 2.5822 -0.89 -0.37 0.45
Cl 0.8930 3.2443 0.2512 0.18 0.23 0.20
C 1.6278 2.5201 1.7133 0.87 -0.99 1.55
C 1.8655 1.1524 1.6848 -0.22 0.08 -0.90
C 2.3417 0.4756 2.7993 0.00 1.35 0.31
Cl 2.5118 -1.2522 2.7184 0.07 0.24 0.11
C 2.6333 1.1951 3.9767 -0.34 0.18 -0.61
Cl 3.1856 0.3675 5.3674 0.04 0.12 0.07
C 2.4336 2.6050 3.9960 -0.25 -0.50 -1.03
Cl 2.8019 3.4969 5.3980 0.02 0.08 0.12
C 1.9250 3.2802 2.8518 -0.06 -0.40 -0.03
Cl 1.6600 4.9710 2.8330 0.03 0.10 0.19
```
Forces are in eV/Å.

Max |F|   4.96 eV Å⁻¹
Energy relative to the best compared isomer or geometry (same formula, charge and spin)   0.00 kJ/mol
E   -113118.2723 eV
Net charge   +1
Gap between HOMO and LUMO   5.31 eV

2.
This record from the OMol25 dataset describes a structure of composition C44H58BCl3N7O9P2S3SiTeY at a distorted geometry. The level of theory is the ωB97M-V functional and the def2-TZVPD basis.

Structure (XYZ):
```
130
Properties=species:S:1:pos:R:3:forces:R:3
Y -0.7929 -0.1761 -0.0352 1.80 -3.24 0.00
C 3.3129 2.5838 1.5601 -0.07 0.01 0.07
C 2.0030 3.3689 1.7220 0.14 -0.09 -0.01
C 2.2653 4.6405 2.5237 -0.04 0.06 -0.05
C 1.5291 3.7599 0.3148 0.01 -0.03 -0.04
P 0.7117 2.1720 2.3883 -0.31 0.11 0.07
C -0.8507 3.1633 2.2111 -0.03 -0.07 -0.04
N -1.4470 3.1521 0.8885 -0.15 0.16 -0.08
B -1.4541 2.0843 -0.1210 -0.68 2.35 -0.17
N -2.2769 2.6843 -1.1773 -0.05 0.21 -0.01
C -2.6799 2.1768 -2.4736 0.01 -0.05 0.08
P -1.7093 0.7419 -3.1592 0.29 0.71 -0.05
C -0.1846 1.6250 -3.9294 -0.01 -0.17 0.11
C 0.9569 0.5994 -3.9056 -0.01 0.05 -0.03
C -0.2981 2.1688 -5.3506 -0.01 0.11 0.02
C 0.2245 2.7800 -3.0075 -0.04 -0.01 -0.04
C -2.9468 0.3014 -4.5497 0.20 -0.19 0.07
C -2.3435 -0.8502 -5.3593 0.01 0.07 -0.12
C -3.3517 1.4357 -5.5013 -0.13 -0.02 0.05
C -4.2354 -0.2361 -3.9010 0.00 0.01 0.03
C -2.7450 3.9316 -0.7964 0.13 -0.15 -0.07
C -3.5991 4.8137 -1.4409 0.02 0.04 0.02
C -3.9262 6.0143 -0.8059 0.07 -0.01 0.02
C -3.4001 6.3212 0.4417 0.03 -0.08 -0.04
C -2.5426 5.4326 1.0983 -0.02 -0.04 -0.06
C -2.2183 4.2334 0.4780 -0.06 -0.20 0.10
C 0.7842 2.1559 4.2787 0.01 -0.14 0.01
C 0.4307 3.4430 5.0306 -0.01 -0.10 0.04
C 2.1832 1.6780 4.6853 0.03 0.00 0.02
C -0.2160 1.0669 4.7105 0.15 -0.11 -0.01
H 4.0454 3.2055 1.0322 0.00 0.00 0.03
H 3.7460 2.2948 2.5203 -0.01 0.03 -0.02
H 3.1644 1.6779 0.9726 0.13 0.38 0.04
H 2.9344 5.2889 1.9449 -0.01 -0.02 0.02
H 1.3494 5.2057 2.7159 0.02 0.00 0.00
H 2.7562 4.4327 3.4756 -0.02 -0.01 -0.01
H 2.3471 4.2742 -0.2029 0.00 -0.02 0.02
H 1.2641 2.8729 -0.2679 0.09 0.11 0.12
H 0.6656 4.4293 0.3364 0.04 -0.04 0.00
H -1.5451 2.7263 2.9354 -0.08 0.09 0.08
H -0.6751 4.1940 2.5162 0.03 0.14 0.04
H -3.7169 1.8323 -2.4227 -0.02 0.03 -0.03
H -2.6359 2.9945 -3.1986 -0.03 0.06 -0.02
H 0.7310 -0.2619 -4.5300 -0.01 -0.02 -0.05
H 1.8752 1.0652 -4.2824 -0.03 0.00 0.03
H 1.1608 0.2358 -2.8951 -0.01 -0.01 0.00
H -0.4753 1.3818 -6.0849 -0.02 0.01 0.02
H -1.0802 2.9240 -5.4421 0.00 0.01 -0.01
H 0.6545 2.6475 -5.6082 -0.03 -0.01 0.00
H 0.2696 2.4692 -1.9639 0.02 -0.01 -0.09
H 1.2269 3.1155 -3.2955 -0.03 0.01 -0.01
H -0.4533 3.6354 -3.0764 -0.01 -0.04 0.03
H -1.3837 -0.5898 -5.8107 -0.01 0.00 0.01
H -2.1791 -1.7254 -4.7377 0.02 -0.07 0.05
H -3.0377 -1.1239 -6.1646 0.05 0.03 0.03
H -2.6190 1.6110 -6.2823 0.05 0.02 -0.02
H -4.2882 1.1435 -5.9910 0.03 0.02 -0.01
H -3.5391 2.3782 -4.9822 -0.03 -0.05 -0.04
H -4.0410 -0.8593 -3.0311 0.02 -0.04 0.00
H -4.9021 0.5724 -3.5920 0.03 -0.04 0.03
H -4.7680 -0.8361 -4.6485 0.00 0.07 0.01
H -4.0174 4.5759 -2.4111 -0.01 -0.01 0.02
H -4.6024 6.7083 -1.2918 0.02 -0.01 0.00
H -3.6644 7.2553 0.9224 0.00 0.00 0.00
H -2.1608 5.6838 2.0788 0.02 -0.04 0.04
H 1.0971 4.2701 4.8002 0.03 0.01 -0.01
H -0.5949 3.7594 4.8275 0.02 0.00 0.00
H 0.5039 3.2483 6.1078 -0.02 0.02 -0.02
H 2.9275 2.4701 4.5837 0.02 -0.02 -0.03
H 2.1740 1.3596 5.7344 0.00 0.04 -0.04
H 2.5077 0.8235 4.0821 -0.02 0.05 0.06
H -1.2519 1.3936 4.6054 0.05 -0.02 0.01
H -0.0980 0.1499 4.1225 0.02 0.25 0.19
H -0.0494 0.8124 5.7639 -0.01 0.06 -0.02
O -0.0185 -2.4199 -3.8739 -0.26 -0.14 0.10
C 1.3034 -2.6741 -3.8901 0.08 -0.07 -0.02
C 1.9031 -2.9015 -5.1286 0.04 0.03 -0.04
C 3.2527 -3.1932 -5.2025 0.02 0.02 0.05
C 4.0204 -3.2478 -4.0424 -0.01 0.01 -0.02
C 3.4142 -3.0397 -2.8141 -0.04 0.10 0.09
C 2.0543 -2.7543 -2.7127 0.00 -0.16 0.17
C 1.3272 -2.7455 -1.3845 0.16 0.65 -0.66
O 0.2509 -2.0391 -1.3155 -0.31 -0.15 0.17
N 1.8703 -3.5487 -0.5242 0.10 -0.28 -0.06
N 1.0857 -3.9286 0.5467 -0.03 0.23 0.02
C 1.6725 -4.7930 1.2582 0.07 -0.19 0.09
S 0.8098 -5.6800 2.5149 0.03 0.19 0.22
C 2.1884 -6.7814 2.9333 -0.05 0.06 -0.01
C 3.4944 -6.0838 2.6018 0.02 0.06 -0.04
S 3.3516 -5.2836 0.9804 -0.01 -0.04 0.03
H -0.2487 -2.2361 -2.9265 0.00 0.12 -0.05
H 1.2832 -2.8581 -6.0175 0.01 0.01 0.05
H 3.7080 -3.3869 -6.1673 0.00 0.04 0.00
H 5.0790 -3.4718 -4.0960 -0.02 0.03 0.01
H 3.9832 -3.1033 -1.8959 0.00 -0.02 0.01
H 2.0791 -7.7047 2.3649 0.06 -0.04 0.01
H 2.1086 -6.9914 4.0006 0.04 -0.07 -0.03
H 4.3223 -6.7918 2.5444 -0.01 0.00 0.05
H 3.7259 -5.3231 3.3472 0.00 0.00 0.06
Te -1.7826 -3.7179 0.7291 -0.31 -0.03 0.18
C -3.8343 -4.2815 0.6523 0.04 -0.05 0.02
C -4.1681 -5.6020 0.4961 -0.04 -0.07 0.05
C -5.5633 -5.8236 0.3387 0.04 0.04 0.04
C -6.2671 -4.6553 0.3833 -0.02 -0.03 -0.06
S -5.2409 -3.3051 0.5779 0.09 0.07 -0.08
H -3.4266 -6.3916 0.5013 -0.04 0.02 0.04
H -6.0147 -6.7995 0.2169 0.01 0.03 -0.02
H -7.3341 -4.5171 0.2873 0.03 -0.03 0.04
Cl -3.2652 -0.7966 -0.6220 -0.33 0.07 -0.03
Si -1.9249 -2.2432 2.7225 0.78 0.50 0.01
Cl -2.2422 -0.1536 2.4969 -0.61 -0.17 -0.11
Cl -3.7111 -2.7264 3.6770 -0.08 -0.02 -0.02
O 5.1089 -2.6983 5.3005 -0.04 0.03 0.01
N 5.0319 -1.9150 4.3643 -0.08 0.02 -0.07
O 5.9791 -1.2629 3.9593 0.00 0.00 -0.05
C 3.7416 -1.7547 3.6962 0.29 0.03 -0.08
C 2.6182 -2.2126 4.3297 -0.10 -0.11 0.27
C 1.3888 -2.0867 3.6909 -0.07 0.05 -0.01
C 1.2401 -1.4820 2.4150 0.01 0.02 -0.27
O 0.0808 -1.4268 1.8207 -0.03 -0.26 0.17
C 2.4647 -0.9754 1.8284 -0.30 0.02 -0.10
C 3.6922 -1.1464 2.4539 0.17 -0.09 0.19
N 2.5175 -0.3416 0.5833 -0.11 -0.33 -0.26
O 1.4371 0.1564 0.0423 -0.36 0.09 -0.27
O 3.6375 -0.1248 0.0336 -0.26 -0.16 0.02
N 0.3114 -2.6675 4.3936 0.19 -0.20 -0.39
O -0.9866 -2.3880 4.0809 -0.49 0.18 0.17
O 0.4446 -3.2230 5.4944 0.13 -0.08 0.14
H 2.6572 -2.6363 5.3190 0.03 -0.11 -0.06
H 4.5837 -0.8089 1.9537 -0.02 0.04 0.00
```
Forces are in eV/Å.

Max |F|   3.71 eV Å⁻¹
Energy relative to the best compared isomer or geometry (same formula, charge and spin)   26.90 kJ/mol
E   -180973.1183 eV
Net charge   -2
Gap between HOMO and LUMO (alpha / beta)   6.52 / 5.35 eV